Model i:
DFT (ωB97M-V/def2-TZVPD) results for the molecule C3H4S2.

Frontier orbital gap (eV): 7.593
Structure (SMILES): CSC1=CS1
Spin multiplicity: 1
E_LUMO (eV): -0.409

Cartesian coordinates (Å):
C  -0.5279  -0.8332  -0.3698
S  0.9092  -1.8190  0.2546
C  2.3359  -0.1901  0.1260
C  2.3909  1.0658  0.0948
S  4.0091  0.0398  -0.2239
H  0.1160  -0.4064  -1.1108
H  -0.9983  -0.1562  0.3385
H  -1.3386  -1.5267  -0.6351
H  2.4908  2.1140  0.3233

Model ii:
DFT (ωB97M-V/def2-TZVPD) results for a structure of composition C3H4S2.

Frontier orbital gap (eV): 8.956
Spin multiplicity: 1
E_LUMO (eV): 0.375

Cartesian coordinates (Å):
C  1.3836  -0.2561  -0.5608
C  -0.0068  0.1413  -0.4011
C  -1.0765  0.0221  0.5913
S  0.5083  -0.6515  -2.0314
S  1.1423  1.5794  -0.4154
H  2.0325  -0.7249  0.1943
H  -0.6371  0.3062  1.6115
H  -1.4608  -1.0708  0.7213
H  -1.8855  0.6542  0.2903

Short version: model ii is the most stable of them.

Model i:
DFT (ωB97M-V/def2-TZVPD) results for the molecule C3H4S2.

Frontier orbital gap (eV): 7.999
Structure (SMILES): S=CCC=S
Spin multiplicity: 1
E_LUMO (eV): -0.912

Cartesian coordinates (Å):
S  -2.5910  -0.3240  -0.2980
C  -1.1448  0.3503  -0.4761
C  -0.0240  0.3015  0.4759
C  1.0944  -0.6528  0.0519
S  2.5456  -0.1188  -0.4090
H  -0.8367  0.8908  -1.3832
H  0.3613  1.3400  0.5345
H  -0.2837  -0.0882  1.4686
H  0.8790  -1.6989  0.0355

Model ii:
DFT (ωB97M-V/def2-TZVPD) results for the molecule C3H4S2.

Frontier orbital gap (eV): 8.408
Structure (SMILES): SCC1=CS1
Spin multiplicity: 1
E_LUMO (eV): 0.757

Cartesian coordinates (Å):
S  2.0004  0.4413  -0.1236
C  0.6728  -0.7651  -0.1428
C  -0.8383  0.0534  0.0154
C  -1.3425  1.2164  0.1752
S  -2.5583  -0.2051  -0.1178
H  2.6525  -0.3509  0.6460
H  0.4938  -1.1884  -1.2009
H  0.6526  -1.4709  0.5961
H  -1.7330  2.2693  0.1525

Short version: model i is the most stable of them.

Model i:
DFT (ωB97M-V/def2-TZVPD) results for a cluster of 2 separate species, C4H14N4 in total.

Frontier orbital gap (eV): 9.298
Structure (SMILES): N/C=C/N.NCCN
Spin multiplicity: 1
E_LUMO (eV): 0.979

Cartesian coordinates (Å):
N  1.5781  2.0617  0.9895
C  1.6802  1.8676  -0.4107
C  1.6318  0.6837  -1.0048
N  1.6201  0.5498  -2.4221
H  0.7285  1.6319  1.3249
H  1.5554  3.0357  1.2475
H  1.8410  2.7796  -0.9763
H  1.6072  -0.1959  -0.3609
H  0.6800  0.3690  -2.7533
H  2.1778  -0.2324  -2.7203
N  -1.7905  -0.4841  2.3678
C  -1.6583  -0.5281  0.9064
C  -1.4344  -1.9375  0.4220
N  -1.2440  -1.8990  -1.0487
H  -2.1971  0.3962  2.6509
H  -0.8938  -0.5766  2.8063
H  -0.8411  0.1057  0.5347
H  -2.5828  -0.1499  0.4718
H  -0.5729  -2.4115  0.9050
H  -2.3063  -2.5669  0.5979
H  -0.2904  -1.6092  -1.2532
H  -1.2971  -2.8244  -1.4439

Model ii:
DFT (ωB97M-V/def2-TZVPD) results for a cluster of 2 separate species, C4H14N4 in total.

Frontier orbital gap (eV): 9.023
Structure (SMILES): [H]/N=C(/C)N(C)N.CN
Spin multiplicity: 1
E_LUMO (eV): 0.689

Cartesian coordinates (Å):
H  -0.3245  -0.8602  -2.1232
N  -0.0902  0.1086  -1.9113
C  -0.4906  0.4452  -0.7255
C  -0.2549  1.8947  -0.3403
N  -1.3506  -0.3705  0.1030
C  -1.6925  -1.7486  -0.2208
N  -1.8911  0.2220  1.2715
H  -0.1355  2.0009  0.7402
H  0.6561  2.2633  -0.8230
H  -1.0994  2.5015  -0.6755
H  -0.8435  -2.4044  0.0030
H  -2.5514  -2.0937  0.3673
H  -1.9719  -1.8639  -1.2722
H  -2.6831  0.8177  1.0154
H  -2.2761  -0.4794  1.9060
C  2.8191  0.2762  0.6317
N  2.0693  -0.7867  -0.0218
H  3.5748  -0.1488  1.2972
H  2.1469  0.8967  1.2303
H  3.3154  0.9073  -0.1107
H  1.7530  -0.4691  -0.9456
H  1.3207  -1.1088  0.6043

Short version: model i is the most stable of them.

Model i:
DFT (ωB97M-V/def2-TZVPD) results for the molecule C4H14N4.

Frontier orbital gap (eV): 9.454
Structure (SMILES): CNC(N)(N)N(C)C
Spin multiplicity: 1
E_LUMO (eV): 1.078

Cartesian coordinates (Å):
C  0.3933  1.3185  -1.6214
N  -0.5957  1.2906  -0.4863
C  -0.8002  0.0016  0.0384
N  -1.4660  -0.8453  -0.8667
N  -1.7820  0.1664  1.0408
N  0.3297  -0.6125  0.6749
C  1.1937  0.2585  1.4715
C  1.1239  -1.5924  -0.0579
H  0.0362  0.7333  -2.4722
H  1.4115  1.0180  -1.3679
H  0.4584  2.3620  -1.9436
H  -1.5052  1.6949  -0.6689
H  -1.7121  -1.6762  -0.3404
H  -2.3582  -0.3894  -1.0255
H  -1.5757  -0.5758  1.7054
H  -1.5171  1.0154  1.5287
H  1.9785  0.7223  0.8630
H  1.6814  -0.3269  2.2593
H  0.6496  1.0630  1.9761
H  1.6537  -2.2337  0.6581
H  0.5239  -2.2711  -0.6704
H  1.8785  -1.1212  -0.6952

Model ii:
DFT (ωB97M-V/def2-TZVPD) results for a cluster of 2 separate species, C4H14N4 in total.

Frontier orbital gap (eV): 9.654
Structure (SMILES): C[C@@H](N)NN.[H]/N=C\C
Spin multiplicity: 1
E_LUMO (eV): 1.080

Cartesian coordinates (Å):
C  -0.0864  2.0307  -1.8534
C  -0.1294  1.3679  -0.4758
N  -1.3928  1.5223  0.1512
N  0.2671  -0.1151  -0.5468
N  1.6137  -0.4109  -0.8988
H  -0.8378  1.5876  -2.5061
H  0.8899  1.9409  -2.3289
H  -0.3084  3.0887  -1.7396
H  0.6480  1.7975  0.1719
H  -2.1395  1.2962  -0.4993
H  -1.4835  0.7756  0.9745
H  -0.3391  -0.5943  -1.2107
H  1.9442  0.1994  -1.6478
H  2.1847  -0.2323  -0.0721
H  -1.9570  -1.2944  1.7900
N  -1.2200  -0.6062  1.9400
C  -0.0459  -1.0373  1.6285
C  0.3241  -2.4602  1.3428
H  0.7756  -0.4129  1.9818
H  -0.5563  -3.0736  1.1583
H  0.9616  -2.4986  0.4618
H  0.8871  -2.8709  2.1784

Short version: model i is the most stable of them.

Model i:
DFT (ωB97M-V/def2-TZVPD) results for a cluster of 2 separate species, C3H10N2O2 in total.

Total charge: -1
Frontier orbital gap (spin up / spin down) (eV): 2.648 / 9.412
Expectation value of S²: 0.7504
Spin multiplicity: 2
E_LUMO (spin up / spin down) (eV): 3.665 / 3.578

Cartesian coordinates (Å):
C  -1.1368  0.0960  -1.6362
N  -0.3122  0.9267  -0.7704
C  1.0849  0.5300  -0.7285
C  1.2937  -0.4319  0.3909
N  2.3534  -1.4605  0.2783
O  -2.3477  0.2974  -1.4235
H  -0.8066  -0.5370  -2.3531
H  -0.7811  1.4061  -0.0205
H  1.6955  1.4051  -0.6028
H  1.2463  0.0092  -1.7556
H  1.5776  0.2551  1.2072
H  0.3211  -0.8541  0.8172
H  2.1983  -2.2030  -0.4329
H  2.6201  -1.9627  1.1515
H  -0.7790  0.8360  3.4867
H  -0.5621  -0.0668  2.2725
O  -1.2111  0.2381  2.8632

Model ii:
DFT (ωB97M-V/def2-TZVPD) results for a cluster of 2 separate species, C3H10N2O2 in total.

Total charge: -1
Frontier orbital gap (spin up / spin down) (eV): 3.739 / 9.803
Expectation value of S²: 0.7505
Spin multiplicity: 2
E_LUMO (spin up / spin down) (eV): 4.150 / 4.122

Cartesian coordinates (Å):
O  1.5213  0.1743  -1.9810
C  1.2510  -1.0558  -1.9847
O  0.2998  -1.6307  -1.4545
H  1.9857  -1.7106  -2.5061
N  0.1997  1.6380  -0.2458
C  -0.7852  0.7324  0.3743
C  -0.1211  -0.2597  1.3040
N  -0.9418  -1.4412  1.5541
H  0.9389  1.8880  0.4406
H  0.7066  1.0733  -1.0532
H  -0.2479  2.5296  -0.5754
H  -1.5436  1.3201  0.8982
H  -1.2558  0.1866  -0.4430
H  0.8251  -0.5886  0.8631
H  0.1144  0.2320  2.2551
H  -1.0848  -1.9126  0.6679
H  -1.8621  -1.1753  1.8864

Model iii:
DFT (ωB97M-V/def2-TZVPD) results for a cluster of 2 separate species, C3H10N2O2 in total.

Total charge: -1
Frontier orbital gap (spin up / spin down) (eV): 3.239 / 7.058
Expectation value of S²: 0.7536
Spin multiplicity: 2
E_LUMO (spin up / spin down) (eV): 3.754 / 3.571

Cartesian coordinates (Å):
O  -0.9201  -1.4164  2.2249
C  -1.0142  -0.1550  2.2002
C  -0.3252  0.7018  1.1650
N  0.0455  0.0391  -0.0627
C  -0.0517  0.9405  -1.2074
N  0.3972  0.3696  -2.4521
H  -1.6367  0.3827  2.9436
H  -1.0315  1.5048  0.9337
H  0.5784  1.1568  1.6485
H  -0.2656  -0.9014  -0.2149
H  0.5488  1.7998  -0.9224
H  -1.1095  1.1881  -1.3476
H  -0.3465  0.3342  -3.1283
H  1.2104  0.6697  -2.9461
H  0.8423  -2.7874  0.5927
H  1.3957  -1.4571  0.2253
O  1.6826  -2.3698  0.3477

Short version: model ii is the most stable of them.

Model i:
DFT (ωB97M-V/def2-TZVPD) results for a cluster of 2 separate species, C3H10N2O2 in total.

Total charge: -1
Frontier orbital gap (spin up / spin down) (eV): 2.754 / 9.834
Expectation value of S²: 0.7503
Spin multiplicity: 2
E_LUMO (spin up / spin down) (eV): 3.565 / 3.470

Cartesian coordinates (Å):
N  1.3934  -2.3668  -1.1822
C  1.1115  -1.9483  0.1908
C  -0.2124  -1.1938  0.2383
N  -0.0517  0.1302  -0.0464
C  -1.1548  0.9749  -0.4832
O  -1.2562  -1.7661  0.4450
H  0.7606  -1.9940  -1.8731
H  1.3867  -3.3706  -1.2740
H  2.0241  -1.5316  0.6287
H  0.9869  -2.8369  0.8266
H  0.6377  0.6394  0.4935
H  -1.6042  0.5127  -1.3640
H  -0.6873  1.9362  -0.5905
H  -1.9763  0.9959  0.2348
H  0.0614  3.7212  0.6880
H  -0.7190  4.4740  1.7718
O  -0.7005  3.6235  1.2959

Model ii:
DFT (ωB97M-V/def2-TZVPD) results for a cluster of 2 separate species, C3H10N2O2 in total.

Total charge: -1
Frontier orbital gap (spin up / spin down) (eV): 3.195 / 8.895
Expectation value of S²: 0.7506
Spin multiplicity: 2
E_LUMO (spin up / spin down) (eV): 3.770 / 3.628

Cartesian coordinates (Å):
C  -2.1761  -0.7221  0.3356
N  -0.8607  -0.7950  -0.2974
C  -0.3561  0.4745  -0.8304
C  0.0538  1.4548  0.2432
N  1.3896  1.4960  0.4729
O  -0.7257  2.1905  0.8378
H  -2.8237  -1.5238  -0.0643
H  -2.6818  0.2194  0.1769
H  -2.1641  -0.9712  1.3983
H  -0.1667  -1.1643  0.3405
H  -1.1372  0.9053  -1.4544
H  0.5234  0.2167  -1.4071
H  2.0270  0.7520  0.2053
H  1.6380  2.1049  1.2373
H  2.5432  -1.7591  -1.1527
H  2.6233  -1.7023  0.3606
O  2.2937  -1.1762  -0.4024

Short version: model ii is the most stable of them.